(1)
Density functional theory data (wB97M-V/def2-TZVPD) for a 2-piece molecular cluster, C6H10N3O overall.

Geometry (Å):
C: 0.6375 1.7743 2.2440
C: -0.5086 2.5513 2.5029
C: 0.6732 0.9214 1.1823
C: -1.5749 2.4293 1.6677
C: -0.4521 0.7766 0.3113
C: 0.6358 -1.5795 -2.0216
N: -1.5289 1.5766 0.6209
N: -0.4663 -2.0823 -2.5047
N: 1.3821 -2.1726 -1.1245
O: -0.5355 0.0134 -0.6619
H: 1.4911 1.8619 2.8974
H: -0.5395 3.2236 3.3428
H: 1.5442 0.3243 0.9719
H: -2.4859 2.9908 1.7949
H: 1.0179 -0.6701 -2.4674
H: -0.8988 -2.8985 -2.0932
H: -1.0053 -1.5569 -3.1729
H: 2.2306 -1.7425 -0.7917
H: 1.0665 -3.0015 -0.6392
H: -2.3321 1.4892 0.0091

Summary:
- charge = +1
- total energy (eV) = -12896.6416
- molecular weight (g mol⁻¹) = 140.2
- Kohn-Sham gap (eV) = 9.05
- HOMO (eV) = -11.78



(2)
Density functional theory data (wB97M-V/def2-TZVPD) for one molecule with the formula C4H4O2 at a distorted geometry.

Geometry (Å):
O: 1.1539 0.1926 -1.6122
C: 0.3037 -0.0138 -0.6258
C: -0.8793 -0.6873 -0.4344
C: -1.2014 -0.4962 0.9950
C: -0.2668 0.4036 1.4717
O: 0.5788 0.5587 0.3638
H: 1.6676 0.8224 -1.1588
H: -1.3468 -1.3964 -1.0966
H: -1.8951 -1.2760 1.2950
H: -0.0248 0.6016 2.5088

Summary:
- total energy (eV) = -8304.9550
- molecular weight (g mol⁻¹) = 84.1
- SMILES string = Oc1ccco1
- Kohn-Sham gap (eV) = 9.07
- HOMO (eV) = -8.26



(3)
Density functional theory data (wB97M-V/def2-TZVPD) for a 6-piece molecular cluster, C18H29NO16 overall at a distorted geometry.

Geometry (Å):
C: -25.2324 10.7456 23.1873
C: -24.7768 10.6496 21.7104
O: -25.3483 9.7083 20.9338
H: -25.0084 9.8089 23.7101
H: -26.3089 10.9448 23.2343
H: -24.6881 11.5810 23.6512
H: -23.6639 10.6106 21.8035
H: -25.0531 11.6494 21.2830
N: -29.1307 10.4756 23.4906
O: -28.8920 9.2394 23.6371
O: -29.6668 11.1337 24.4098
O: -28.9248 10.9469 22.3473
C: -31.0940 8.0918 26.5780
C: -30.4433 6.9548 25.8261
C: -29.1343 6.4174 26.4448
O: -29.2453 5.0170 26.1493
C: -30.5372 4.6858 25.9684
O: -30.9542 3.5639 25.9389
O: -31.2846 5.7783 25.7936
H: -31.0592 8.1340 27.6650
H: -32.1205 8.2616 26.2512
H: -30.5136 8.9526 26.2176
H: -30.2663 7.3027 24.8087
H: -28.9941 6.6723 27.4935
H: -28.3176 6.8562 25.8761
C: -28.1791 14.3173 23.0183
C: -26.7371 13.9047 22.8151
C: -25.9608 14.7548 21.8116
O: -24.7419 15.0439 22.4933
C: -24.8340 14.6830 23.7876
O: -23.9713 14.8637 24.5840
O: -26.0523 14.1643 24.0465
H: -28.2798 15.4021 23.1565
H: -28.6418 13.8223 23.8705
H: -28.7920 14.1536 22.1278
H: -26.7193 12.8390 22.5829
H: -26.5040 15.6748 21.5857
H: -25.8075 14.2102 20.8829
C: -25.2375 11.6766 26.8661
C: -26.6548 11.3296 26.4764
C: -26.7946 9.8381 26.1236
O: -27.9463 9.4384 26.8738
C: -28.3383 10.3934 27.7027
O: -29.2849 10.3161 28.4384
O: -27.4766 11.4342 27.6663
H: -24.5919 11.4176 26.0241
H: -24.9100 11.1705 27.7749
H: -25.1418 12.7508 27.0417
H: -26.9115 11.9790 25.6383
H: -25.9527 9.2848 26.5518
H: -26.9216 9.5990 25.0725
C: -31.8838 14.1589 23.5505
C: -31.5672 13.1189 22.4633
C: -32.5780 11.9678 22.4279
O: -33.2696 12.1293 21.1788
C: -32.6372 13.0672 20.4435
O: -32.8970 13.2957 19.2994
O: -31.7862 13.7657 21.1936
H: -31.7446 13.6717 24.5164
H: -32.9081 14.5216 23.4572
H: -31.1921 14.9949 23.4517
H: -30.5491 12.7553 22.5936
H: -33.2667 11.9532 23.2684
H: -32.0111 11.0384 22.3295

Summary:
- charge = -2
- total energy (eV) = -53384.7358
- molecular weight (g mol⁻¹) = 515.4
- Kohn-Sham gap (eV) = 4.79
- HOMO (eV) = -0.47



(4)
Density functional theory data (wB97M-V/def2-TZVPD) for C21H19AuN3O2Se3Te as an isolated structure.

Geometry (Å):
Au: -0.1934 0.2103 0.0252
Se: -0.8944 -1.8239 1.1918
Se: 1.2573 -2.4615 1.9530
Te: 1.8948 -0.0490 1.6645
Se: 1.6843 0.8355 3.8119
O: 3.7651 -1.1828 -0.2634
C: 3.0072 -1.4321 -1.2000
N: 3.4413 -1.9556 -2.3979
C: 2.3447 -2.1906 -3.3006
C: 1.1750 -1.6604 -2.3999
O: 0.0177 -1.6031 -2.7957
N: 1.6530 -1.2391 -1.2221
C: 2.1979 -3.6672 -3.6711
C: 3.3377 -4.4066 -3.9746
C: 3.2481 -5.7376 -4.3488
C: 2.0063 -6.3531 -4.4301
C: 0.8660 -5.6228 -4.1349
C: 0.9566 -4.2878 -3.7610
C: 2.4320 -1.3583 -4.5804
C: 3.5972 -0.6814 -4.9141
C: 3.6790 0.0576 -6.0883
C: 2.5905 0.1311 -6.9420
C: 1.4209 -0.5426 -6.6117
C: 1.3419 -1.2846 -5.4450
H: 4.3824 -2.2876 -2.4950
H: 4.3156 -3.9412 -3.9300
H: 4.1477 -6.2950 -4.5784
H: 1.9308 -7.3939 -4.7193
H: -0.1080 -6.0933 -4.1887
H: 0.0682 -3.7200 -3.5203
H: 4.4423 -0.7011 -4.2390
H: 4.5945 0.5852 -6.3257
H: 2.6476 0.7142 -7.8526
H: 0.5587 -0.4845 -7.2646
H: 0.4251 -1.7927 -5.1807
C: 1.0769 1.6252 -2.8916
C: 0.6885 2.5592 -1.7949
C: 0.8026 3.9233 -1.7558
C: 0.2888 4.3543 -0.4929
C: -0.1181 3.2324 0.1749
C: -0.7135 3.1115 1.5392
N: 0.1176 2.1193 -0.6151
H: 1.2701 2.1942 -3.8028
H: 0.2902 0.9000 -3.1111
H: 1.9798 1.0600 -2.6541
H: 1.1926 4.5424 -2.5496
H: 0.2072 5.3675 -0.1289
H: -1.1666 4.0593 1.8347
H: 0.0292 2.8502 2.2988
H: -1.4905 2.3450 1.5732

Summary:
- charge = -1
- total energy (eV) = -237678.9466
- molecular weight (g mol⁻¹) = 906.8
- Kohn-Sham gap (eV) = 4.88
- HOMO (eV) = -4.48



(5)
Density functional theory data (wB97M-V/def2-TZVPD) for one molecule with the formula C18H22N4O3S at a distorted geometry.

Geometry (Å):
O: -3.6588 0.5859 -0.8121
O: -4.1061 5.6397 0.3487
N: -1.3592 0.9862 2.3445
O: 1.3945 -0.3940 -2.1280
C: -3.1374 0.8022 0.2830
C: -1.4970 -0.2095 1.7294
C: -2.8652 2.1164 0.8270
C: -2.0577 2.1485 1.9543
C: 4.4429 -2.4880 -3.0725
C: 4.5745 -3.2093 -1.7830
C: 3.4369 -1.5458 -3.0702
C: 3.5936 -3.0739 -0.8035
C: 2.4742 -1.2924 -2.0437
C: 2.5360 -2.1489 -0.9445
N: -2.6114 -0.3254 0.9090
N: -0.5988 -1.3437 1.9346
N: 1.5179 -2.0813 0.0638
S: -2.7742 5.0310 0.4787
C: 1.0363 -0.1542 -3.4391
C: -3.3706 3.3239 -0.0052
C: -1.7062 3.4439 2.5954
C: -0.6586 -2.4831 0.9995
C: 0.8010 -1.0768 2.2524
C: 0.1851 -2.4498 -0.3226
C: 1.6150 -1.0066 1.0176
C: -2.6175 4.6622 2.3034
H: 5.1413 -2.5785 -3.8560
H: 5.3482 -3.9406 -1.4862
H: 3.3826 -0.9980 -4.0290
H: 3.4752 -3.6707 0.1137
H: -2.7456 -1.1498 0.3174
H: 0.8462 -1.0420 -4.0405
H: 0.0963 0.3798 -3.3849
H: 1.7890 0.5232 -3.8882
H: -4.4892 3.3296 0.1266
H: -3.2454 3.1355 -1.0386
H: -0.6776 3.8629 2.1744
H: -1.6349 3.3684 3.6692
H: -0.2521 -3.3905 1.5008
H: -1.6844 -2.6869 0.8576
H: 0.9071 -0.1836 2.8906
H: 1.1417 -1.9502 2.9062
H: 0.1975 -3.4522 -0.6674
H: -0.2696 -1.8050 -1.1325
H: 2.7006 -1.0997 1.3366
H: 1.4274 -0.0990 0.4755
H: -3.6350 4.3961 2.6471
H: -2.4084 5.5936 2.8907

Summary:
- total energy (eV) = -41957.9490
- molecular weight (g mol⁻¹) = 374.5
- Kohn-Sham gap (eV) = 8.74
- HOMO (eV) = -8.35



(6)
Density functional theory data (wB97M-V/def2-TZVPD) for a 3-piece molecular cluster, C4H15NO2 overall at a distorted geometry.

Geometry (Å):
C: -1.8100 1.4198 1.3012
C: -0.9402 0.1678 1.2726
N: -1.0912 -0.5474 -0.0054
C: -0.2186 -1.7078 -0.1251
C: -0.2759 -2.3222 -1.5525
H: -1.7387 1.8369 2.3077
H: -2.8422 1.2071 1.0560
H: -1.4278 2.1815 0.6233
H: 0.1000 0.4273 1.3745
H: -1.2823 -0.4820 2.0700
H: -2.0665 -0.8005 -0.1533
H: -0.4284 -2.5069 0.5952
H: 0.7883 -1.3526 0.0973
H: -0.8727 -3.2372 -1.5398
H: -0.6183 -1.5444 -2.2303
H: 0.7425 -2.5446 -1.8887
O: 3.0968 1.1268 0.4942
H: 2.1568 1.3044 0.3268
H: 3.4965 1.6401 -0.2310
O: 0.6352 1.4467 -1.0848
H: 1.0547 1.2524 -1.9321
H: -0.0528 0.7570 -0.9880

Summary:
- total energy (eV) = -9976.4242
- molecular weight (g mol⁻¹) = 109.2
- SMILES string = CCNCC.O.O
- Kohn-Sham gap (eV) = 10.18
- HOMO (eV) = -9.37



Record order is preserved below.
Energy above the lowest of the compared OMol25 structures with the same formula, charge and spin: 0.00 48.94 0.00 0.00 117.77 15.27 kcal per mole